DFT (wB97M-V/def2-TZVPD) results for a molecular structure, C18H37AlOP3S in a non-equilibrium geometry.

The geometry in XYZ format:
```
61
Properties=species:S:1:pos:R:3:mulliken_charge:R:1
Al -0.0903 -0.0156 0.0820 1.063
P 1.8211 -0.9806 -1.7369 0.701
P 3.0540 1.7306 0.5034 0.630
P -0.6863 -2.3330 0.8299 1.234
H 0.2474 2.9494 0.7579 0.226
C -0.5889 2.3931 1.1985 -0.629
C -0.4730 1.5191 2.2208 -0.421
H 0.4838 1.2835 2.7275 0.267
C 1.2632 -0.2575 -3.3232 -1.350
C 3.6502 -0.8256 -1.9730 -1.311
C 1.7556 -2.7934 -2.0797 -1.304
C 2.7469 2.8650 1.8509 -1.248
C 4.7345 1.1366 0.6834 -1.118
C 2.8230 2.6461 -1.0205 -1.139
C -1.6660 -2.4198 2.3454 -1.277
C 0.6262 -3.5056 1.2333 -1.458
C -1.6874 -3.2990 -0.3567 -1.517
H -1.5672 2.6341 0.7771 0.488
H -1.3822 1.1247 2.6846 0.346
H 1.7990 -0.7218 -4.1644 0.465
H 1.4500 0.8247 -3.2980 0.357
H 0.1858 -0.4425 -3.4064 0.400
H 3.9626 -1.3386 -2.8992 0.539
H 4.1733 -1.3024 -1.1329 0.349
H 3.9753 0.2206 -2.0405 0.334
H 2.1667 -2.9904 -3.0853 0.536
H 0.7182 -3.1519 -2.0309 0.242
H 2.3636 -3.3372 -1.3408 0.372
H 3.1657 3.8376 1.5382 0.436
H 3.2930 2.5078 2.7340 0.421
H 1.6801 2.9667 2.0773 0.422
H 5.4116 1.9859 0.5073 0.434
H 4.9542 0.3246 -0.0216 0.338
H 4.8416 0.7795 1.7177 0.408
H 3.4211 3.5663 -0.8757 0.531
H 1.7614 2.9217 -1.1594 0.301
H 3.2013 2.1004 -1.9012 0.332
H -2.5070 -3.0783 2.1231 0.421
H -2.0319 -1.4443 2.6693 0.255
H -1.0643 -2.8676 3.1457 0.430
H 0.1367 -4.3685 1.7062 0.534
H 1.3170 -3.0409 1.9443 0.396
H 1.1700 -3.8122 0.3351 0.335
H -2.4990 -3.7802 0.2037 0.475
H -1.0756 -4.0560 -0.8602 0.439
H -2.1140 -2.6385 -1.1153 0.456
C -3.9291 0.8137 0.0127 0.669
C -4.7401 0.7829 -1.1459 -0.323
C -6.0204 1.3332 -1.1316 -0.786
C -6.5247 1.9126 0.0383 -0.299
C -5.7244 1.9784 1.1830 -0.836
C -4.4291 1.4362 1.1812 -0.070
S -2.4514 -0.1361 -0.0620 -0.265
H -1.0752 0.7118 -0.8889 -0.023
H -4.3353 0.3332 -2.0559 0.429
H -6.6144 1.3439 -2.0502 0.409
H -7.5397 2.3172 0.0423 0.440
H -6.1107 2.5022 2.0573 0.426
H -3.7989 1.4951 2.0663 0.343
O 2.3934 -0.6129 1.3797 -0.456
C 1.9791 0.2721 0.5988 0.205
```

Output
HOMO level (eV): -17.041
Energy above the lowest of the compared OMol25 structures with the same formula, charge and spin (kcal per mole): 0.0
Spin multiplicity: 1
F_max (hartree/bohr): 0.092
Net charge: +3
Lowest unoccupied orbital energy (eV): -11.91